Entry 1:
ORCA calculation (ωB97M-V/def2-TZVPD) on a structure of composition C34H60MgN2O2Si at a distorted geometry.

Structure (XYZ):
```
100
Properties=species:S:1:pos:R:3:forces:R:3
O 0.50358 -2.68070 -2.65842 0.5 -0.9 -1.0
O -1.15104 -1.90296 -4.62845 0.3 0.0 0.3
C 1.87176 -2.76304 -3.35549 -0.9 -0.2 0.6
C 2.79890 -3.42052 -2.37136 0.4 0.2 0.1
H 2.11301 -1.73357 -3.58782 0.0 0.2 0.1
H 1.73112 -3.32967 -4.28158 0.0 0.2 0.2
H 2.85204 -2.85333 -1.43006 -0.1 -0.1 -0.3
H 3.80755 -3.44317 -2.80463 -0.2 -0.1 0.1
H 2.49228 -4.44585 -2.15168 0.1 0.1 -0.1
C -0.17617 -4.06530 -2.51492 0.1 1.0 0.1
C -0.15749 -4.91837 -3.75527 0.1 -0.2 -0.5
H -1.19277 -3.81365 -2.19776 0.4 0.0 0.1
H 0.39750 -4.50078 -1.69361 -0.4 0.1 -0.1
H -0.61788 -4.43640 -4.62905 0.2 0.0 0.4
H -0.74771 -5.82378 -3.55722 0.1 0.2 0.1
H 0.85374 -5.25820 -4.01603 -0.3 0.1 0.1
C -2.55376 -1.78468 -4.32604 0.5 0.4 -0.3
C -0.64771 -1.27537 -5.82080 -0.5 0.2 0.6
C -3.28659 -3.04357 -4.71526 -0.3 0.0 0.0
H -2.95795 -0.89604 -4.84736 0.1 -0.3 0.3
H -2.61421 -1.60996 -3.24520 -0.1 0.1 -0.2
H -3.22569 -3.21200 -5.79263 0.0 -0.1 0.1
H -4.33809 -2.92641 -4.44469 0.0 -0.1 0.0
H -2.88734 -3.92058 -4.19141 -0.1 0.2 -0.1
C -0.99171 -2.07846 -7.05110 0.3 0.1 -0.2
H 0.43380 -1.20501 -5.66859 -0.1 0.0 0.0
H -1.05137 -0.24504 -5.87446 0.2 -0.4 0.0
H -0.73111 -3.13681 -6.92452 -0.1 0.2 0.0
H -0.41446 -1.67704 -7.88986 -0.2 -0.1 0.0
H -2.05010 -1.98930 -7.28542 0.0 -0.1 -0.1
H -0.06028 -2.00889 -3.16125 0.0 -0.5 0.0
N 1.55069 1.09099 1.05356 0.0 0.5 0.0
C 1.43961 2.37331 1.39413 0.3 -1.0 -0.1
C 0.28014 3.15137 1.18839 -0.1 0.3 -0.2
C -1.02046 2.74645 0.84442 -0.4 -0.9 0.2
C 2.62433 3.08238 2.00892 0.0 0.3 0.1
H 3.43167 3.19820 1.26996 -0.1 -0.1 0.2
H 3.02130 2.53630 2.87667 -0.1 0.1 -0.3
H 2.32061 4.08114 2.33747 0.1 -0.2 0.0
C -2.06642 3.82673 0.68412 0.2 0.6 0.4
H -2.84162 3.74228 1.45529 0.0 0.0 -0.2
H -2.54674 3.77710 -0.30476 0.2 -0.1 0.3
H -1.58734 4.81260 0.78756 -0.3 -0.3 0.0
N -1.38744 1.46948 0.68313 0.7 0.3 0.5
C 2.72853 0.32445 1.31888 0.4 0.6 0.0
C 3.74521 0.22966 0.33577 -0.3 -0.2 0.7
C 3.64066 0.91855 -0.98653 0.0 0.4 -0.4
C 4.88828 -0.52362 0.60627 -0.2 -0.2 0.6
H 5.66494 -0.58436 -0.15181 0.0 0.0 0.1
C 5.04405 -1.17003 1.83600 -0.3 0.2 -0.1
H 5.94270 -1.73782 2.04244 0.0 0.0 0.0
C 4.03763 -1.07524 2.80350 0.2 0.1 -0.5
H 4.14346 -1.57184 3.76604 0.0 0.1 -0.2
C 2.87927 -0.34145 2.55490 0.1 0.0 -0.4
C 1.80713 -0.28300 3.59805 -0.1 0.1 0.5
C -2.66181 1.00398 1.09615 -0.6 0.4 -0.6
C -3.68955 0.79602 0.14501 0.2 0.1 0.8
C -3.47064 1.10999 -1.30093 0.0 0.0 -0.5
C -4.93795 0.34979 0.58006 0.2 -0.1 0.3
H -5.72940 0.22064 -0.15834 0.1 0.0 0.2
C -5.16888 0.07547 1.92731 0.1 0.1 0.0
H -6.14360 -0.28288 2.25274 0.2 0.1 -0.1
C -4.14682 0.25900 2.86213 -0.1 0.0 -0.4
H -4.30731 0.04195 3.91762 -0.1 0.0 -0.2
C -2.89316 0.71706 2.46344 0.0 0.2 -0.5
C -1.80587 0.91631 3.47480 0.3 -0.1 0.3
Mg 0.07725 0.17146 -0.10221 -0.3 0.6 -0.3
H 3.51323 0.18920 -1.80014 0.0 0.2 0.1
H 4.56310 1.48104 -1.19606 -0.2 -0.1 0.0
H 2.79836 1.61902 -1.02919 0.2 -0.3 0.0
H 1.40130 0.72921 3.72575 0.0 -0.3 -0.1
H 2.22242 -0.59665 4.56403 -0.1 0.0 -0.2
H 0.97484 -0.95982 3.36532 0.1 0.2 -0.1
H -4.11823 0.47548 -1.91827 0.0 0.1 0.0
H -2.43219 0.94373 -1.61621 -0.2 0.1 0.2
H -3.72846 2.15428 -1.53459 0.1 -0.2 0.1
H -0.87075 0.43040 3.16230 -0.3 0.2 0.0
H -2.11134 0.48094 4.43305 0.1 0.1 -0.1
H -1.58800 1.97985 3.64950 0.0 -0.2 -0.1
H 0.40017 4.21595 1.38282 0.0 -0.2 -0.2
C 0.30010 0.43799 -2.38356 0.0 0.1 0.7
Si 0.45848 2.15433 -3.09400 0.0 -1.2 0.1
H 1.21322 -0.18397 -2.49781 -0.4 0.3 -0.1
H -0.61291 -0.09980 -2.72210 0.4 0.3 0.0
C 1.70523 2.02952 -4.50485 0.0 0.4 -0.3
C 1.05608 3.59896 -2.04619 0.1 0.4 0.1
C -1.23217 2.66484 -3.74085 -0.1 0.2 -0.2
H -1.77192 1.80643 -4.16200 0.1 0.1 0.1
H -1.11518 3.41577 -4.53446 -0.1 -0.1 0.1
H -1.85166 3.10793 -2.94702 0.1 -0.1 -0.2
H 2.64495 1.57707 -4.15822 -0.2 0.1 0.0
H 1.93463 3.02770 -4.89754 0.1 -0.1 -0.1
H 1.30857 1.41569 -5.32448 0.1 0.1 0.1
H 1.89665 3.36417 -1.38206 -0.2 0.1 -0.1
H 0.25262 4.02229 -1.42574 0.2 -0.2 -0.1
H 1.40138 4.39965 -2.72341 -0.1 -0.2 0.1
C -0.33926 -1.69909 0.69146 0.1 -0.2 -0.1
H -0.76765 -1.63661 1.69897 0.0 -0.2 -0.1
H 0.59127 -2.27158 0.71682 0.0 -0.4 0.1
H -1.05712 -2.17508 0.01609 -0.1 -0.4 0.1
```
Positions in Å, forces in eV/Å.

For the relative energy (zero: lowest compared OMol25 entry of this formula, charge and spin), the calculation gives 36.8 kcal/mol. The energy is -56628.192 eV. The HOMO-LUMO gap comes out at 6.4 eV. For the HOMO energy, the calculation gives -6.393 eV.

Results of the Mulliken charge analysis, in e, for atoms 1 through 5: number 1, O, carries 0.53; number 2, O, carries 0.21; number 3, C, carries -0.18; number 4, C, carries -1.42; number 5, H, carries 0.34

---

Entry 2:
ORCA calculation (ωB97M-V/def2-TZVPD) on a structure of composition C10H30N2O6Pd at a distorted geometry.

Structure (XYZ):
```
49
Properties=species:S:1:pos:R:3:forces:R:3
Pd -16.40379 -23.10682 0.10325 1.4 -1.4 -0.8
O -15.44312 -25.03742 0.33434 -1.0 0.8 0.1
H -16.20060 -25.52885 0.68421 0.3 -0.3 0.0
O -14.52233 -22.27807 -0.43300 -0.7 1.4 0.6
H -13.88428 -22.43961 -1.13161 -0.6 -0.4 -0.4
C -19.76966 -24.00148 2.85506 -0.9 0.1 -0.1
C -18.64788 -23.30287 2.07557 -1.1 0.5 1.1
C -17.43590 -23.02107 2.98748 -0.1 -0.8 -0.7
O -16.34072 -22.57245 2.20128 -0.3 0.4 0.7
C -15.19826 -22.24359 2.99181 0.9 -0.6 -0.1
N -18.34101 -24.07396 0.84761 0.0 0.0 0.6
H -20.62659 -24.15586 2.19167 0.2 -0.1 -0.3
H -20.24905 -23.39210 3.62372 0.6 0.1 0.3
H -19.55381 -24.98667 3.27148 0.4 0.1 0.0
H -19.10945 -22.36563 1.75870 0.4 0.2 -0.2
H -17.24197 -23.97353 3.49536 0.6 -0.1 -0.1
H -17.57832 -22.29375 3.78839 -0.7 0.1 -0.2
H -14.39568 -21.89071 2.34642 -0.3 0.2 -0.2
H -14.80877 -23.15308 3.45479 -0.2 -0.1 0.1
H -15.41012 -21.50485 3.76557 -0.3 0.1 -0.1
H -19.23822 -24.17697 0.37949 0.1 0.6 -0.6
H -18.23725 -25.04560 1.13890 0.8 0.0 0.0
C -13.08736 -24.37799 -2.91819 1.0 -0.4 -1.0
C -12.02798 -24.35612 -1.82367 -1.4 1.0 -0.6
C -11.16323 -23.09149 -1.87141 -0.3 -0.8 -0.1
O -10.16507 -23.31948 -0.91253 1.1 0.8 0.2
C -9.19233 -22.26987 -0.82562 -0.1 -1.0 0.1
N -12.72432 -24.48617 -0.55034 1.7 0.7 1.3
H -13.84205 -23.59733 -2.83129 -0.1 -0.1 0.3
H -13.51777 -25.37745 -2.97021 -0.4 0.2 0.2
H -12.61567 -24.22265 -3.89473 0.0 0.1 -0.1
H -11.30759 -25.17034 -1.93779 -0.3 -0.2 0.0
H -11.72141 -22.20305 -1.56078 -0.2 0.2 -0.4
H -10.74565 -23.01992 -2.88323 0.1 0.4 0.0
H -9.60350 -21.29401 -0.56579 -0.3 0.0 0.1
H -8.62591 -22.18245 -1.75584 -0.1 0.0 -0.2
H -8.50763 -22.60263 -0.04739 0.1 0.2 0.1
H -11.96086 -24.10849 0.02020 -0.1 -0.9 1.0
H -13.38492 -23.71607 -0.34033 0.0 -1.1 -0.7
C -13.47461 -19.03746 -1.00220 0.4 0.9 -0.3
C -12.15417 -19.53997 -0.37367 -1.4 -0.7 0.2
O -12.42264 -20.68961 0.42988 0.2 0.3 0.0
O -14.09901 -19.92072 -1.91845 0.6 -0.1 0.5
H -13.25170 -18.10889 -1.53454 0.0 0.0 -0.1
H -14.23127 -18.77865 -0.25452 0.3 0.0 0.5
H -11.72700 -18.79632 0.30058 0.1 0.2 -0.3
H -11.44915 -19.81476 -1.16277 0.1 0.2 -0.1
H -13.27569 -21.06229 0.14452 0.0 -0.5 0.2
H -14.38833 -20.65119 -1.33953 -0.4 -0.4 -0.5
```
Positions in Å, forces in eV/Å.

For the relative energy (zero: lowest compared OMol25 entry of this formula, charge and spin), the calculation gives 18.9 kcal/mol. The energy is -29596.432 eV. Its spin multiplicity is 3. The HOMO-LUMO gap (alpha / beta) comes out at 7.8 / 6.8 eV. For the HOMO energy (alpha / beta), the calculation gives -7.913 / -7.898 eV.

Results of the Mulliken charge analysis, in e, for atoms 1 through 5: number 1, Pd, carries 0.49; number 2, O, carries -0.58; number 3, H, carries 0.18; number 4, O, carries -0.73; number 5, H, carries 0.39